[1]
# C22H23O3

An isolated ion of composition C22H23O3 and charge +1 at a distorted geometry (wB97M-V/def2-TZVPD, OMol25).

Values from the calculation:
highest occupied orbital energy: -10.85 eV
charge: +1
E: -1077.54602 Eh
frontier orbital gap: 6.27 eV

Cartesian coordinates (Å):
O  -0.68025  -2.31092  -1.27928
O  4.10776  -1.95059  -1.61133
O  0.87555  5.23396  2.03104
C  2.86757  -1.44950  -1.39778
C  2.77303  -0.04558  -1.16042
C  -1.83422  -0.68444  0.57552
C  -1.99707  -1.94670  1.16642
C  -1.08158  2.42853  0.69164
C  -0.33317  1.35648  1.16832
C  -4.14092  -2.18104  0.07194
C  0.27247  6.34167  1.31600
C  1.00412  2.90812  2.47828
C  0.46727  -1.64894  -1.12415
C  1.60155  0.53149  -0.80069
C  0.66024  1.61533  2.13361
C  -3.12578  -2.71052  0.88055
C  -4.05357  -0.86245  -0.36224
C  -0.68547  -3.71645  -1.62108
C  -2.90400  -0.10970  -0.10228
C  4.27652  -3.38451  -1.74316
C  0.28822  -0.18240  -0.75683
C  -0.77895  3.73863  1.03784
C  -0.42721  -0.05510  0.57794
C  0.34549  3.99398  1.85309
C  1.69883  -2.24029  -1.34188
H  -0.15761  -3.86537  -2.56890
H  -4.85058  -0.39877  -0.94254
H  1.18942  0.78391  2.60140
H  0.88719  7.19888  1.59638
H  3.79508  -3.75457  -2.65912
H  3.68314  0.54884  -1.24616
H  0.14847  -0.66751  1.28031
H  -0.37039  0.24734  -1.54443
H  1.81696  3.12089  3.17036
H  -0.76971  6.49895  1.63614
H  0.30917  6.18672  0.22534
H  -2.83229  0.91569  -0.46427
H  5.35595  -3.50597  -1.81031
H  -3.19255  -3.73114  1.26077
H  -1.36215  4.55871  0.61661
H  -1.73968  -3.96715  -1.71608
H  -1.20844  -2.34177  1.81915
H  -4.98364  -2.80553  -0.22173
H  -0.22711  -4.30321  -0.81450
H  1.74513  -3.32226  -1.52723
H  3.88672  -3.91932  -0.86528
H  1.59823  1.58702  -0.52354
H  -1.91775  2.26657  0.01656

natural (NBO) population analysis, charges in e, atoms 1 to 5:
1 O -0.457
2 O -0.428
3 O -0.487
4 C 0.530
5 C -0.322

=====

[2]
# C9H14O

A 2-piece molecular cluster, C9H14O overall at a distorted geometry (wB97M-V/def2-TZVPD, OMol25).

Values from the calculation:
highest occupied orbital energy: -8.41 eV
charge: 0
E: -426.51895 Eh
energy relative to the best compared isomer or geometry (same formula, charge and spin): 33.78 kcal/mol
frontier orbital gap: 9.22 eV

Cartesian coordinates (Å):
O  0.68730  -1.99336  -1.91121
C  0.61283  -1.50086  0.46939
C  1.15862  1.10644  -0.10688
C  0.65000  -0.60530  1.48975
C  1.22624  0.19310  -1.14098
C  0.84846  1.88847  2.17846
C  0.81169  -1.12984  -0.90110
C  0.92690  0.75619  1.24245
C  -2.70487  0.39604  0.26599
C  -2.76414  0.38682  -1.34278
H  -3.72354  -0.13205  -1.49023
H  -2.25261  -0.48275  0.73191
H  0.28695  1.91721  3.14403
H  1.79421  2.42874  2.53975
H  -1.93340  -0.03768  -1.90205
H  1.57366  2.11476  -0.28014
H  0.09183  -1.69670  -2.60338
H  -2.75697  1.43914  -1.59720
H  -3.69580  0.55726  0.64971
H  0.52439  -0.90205  2.53041
H  0.23706  2.70133  1.77382
H  -2.19898  1.32837  0.49149
H  0.57800  -2.59886  0.54367
H  1.51570  0.37281  -2.16051

natural (NBO) population analysis, charges in e, atoms 1 to 5:
1 O -0.692
2 C -0.271
3 C -0.190
4 C -0.191
5 C -0.277

=====

[3]
# C20H30N2O4

The molecule C20H30N2O4 (wB97M-V/def2-TZVPD, OMol25).

Values from the calculation:
highest occupied orbital energy: -7.62 eV
charge: 0
E: -1190.56350 Eh
energy relative to the best compared isomer or geometry (same formula, charge and spin): 54.08 kcal/mol
frontier orbital gap: 7.98 eV

Cartesian coordinates (Å):
O  6.26096  -0.67383  0.37070
O  5.50623  1.32046  -0.33134
O  0.36992  -4.03075  -0.98111
O  -2.47480  -2.42158  -1.47126
N  -1.43575  0.00378  0.36921
N  1.50060  -1.53181  0.70552
C  3.72848  -1.85711  -0.25758
C  7.57864  1.51307  -1.60406
C  -3.99444  1.87021  -1.46997
C  -1.43283  -2.24112  -0.87775
C  -0.12042  -2.96341  -0.68403
C  3.27352  0.02944  1.35114
C  5.36048  0.04451  0.02832
C  -5.03993  0.41854  1.58253
C  2.61094  -2.45174  0.60695
C  -3.59267  -0.05766  1.49176
C  -3.03828  1.72687  -0.28396
C  -5.47436  1.58529  -1.20074
C  3.89277  -0.35150  -0.00045
C  -0.89868  -1.16022  -0.03785
C  -2.85514  0.27628  0.18753
C  0.33724  -1.80417  0.10110
C  -6.01324  -0.21056  0.58781
C  6.83347  1.85609  -0.32302
C  1.77035  -0.24546  1.31536
C  -5.80547  0.11822  -0.89569
H  -3.65286  1.21103  -2.27124
H  7.02275  1.86576  -2.46937
H  8.55660  1.98525  -1.59305
H  1.27667  0.53263  0.72341
H  3.50468  -2.02527  -1.31103
H  -6.01528  1.87994  -2.10324
H  -5.83670  2.22703  -0.39595
H  -7.01500  0.12343  0.87341
H  2.25260  -3.38330  0.16994
H  -6.73632  -0.14304  -1.40490
H  3.43800  1.08837  1.55575
H  -5.07626  1.50404  1.49275
H  1.36472  -0.21711  2.33693
H  -5.39685  0.17494  2.58744
H  -3.56081  -1.14094  1.63131
H  -5.98765  -1.29601  0.70397
H  2.98065  -2.66300  1.61554
H  -2.06229  2.09777  -0.60938
H  -0.97221  0.52611  1.10064
H  -3.91498  2.89741  -1.83719
H  3.75488  -0.54601  2.14264
H  -3.03950  0.39916  2.32108
H  -3.17947  -0.40202  -0.60031
H  6.70172  2.93493  -0.21889
H  3.40316  0.23930  -0.77963
H  -5.03740  -0.52568  -1.32105
H  7.70820  0.43644  -1.68101
H  -3.36402  2.36202  0.54117
H  4.66679  -2.36288  -0.02391
H  7.36858  1.45790  0.54504

natural (NBO) population analysis, charges in e, atoms 1 to 5:
1 O -0.604
2 O -0.510
3 O -0.572
4 O -0.579
5 N -0.580

=====

[4]
# C8H10

The molecule C8H10 (wB97M-V/def2-TZVPD, OMol25).

Values from the calculation:
highest occupied orbital energy: -8.19 eV
charge: 0
E: -310.79428 Eh
energy relative to the best compared isomer or geometry (same formula, charge and spin): 25.98 kcal/mol
frontier orbital gap: 9.29 eV

Cartesian coordinates (Å):
C  0.14415  -0.73199  0.45466
C  -2.13019  -0.16227  -0.07243
C  2.20702  0.10625  -0.19587
C  1.56328  -1.04440  0.11781
C  0.06102  0.75425  0.22492
C  1.25854  1.22845  -0.14011
C  -1.04863  -1.20276  -0.40890
C  -1.36133  1.19195  0.10131
H  3.26907  0.21422  -0.40414
H  -2.59536  -0.43598  0.88569
H  -1.72864  1.75978  0.97458
H  2.02268  -2.02719  0.22072
H  1.50640  2.26037  -0.40422
H  -2.92275  -0.10762  -0.81900
H  -0.07882  -0.97824  1.50276
H  -1.34202  -2.24933  -0.20566
H  -0.76982  -1.10433  -1.45368
H  -1.52382  1.83138  -0.78537

natural (NBO) population analysis, charges in e, atoms 1 to 5:
1 C -0.316
2 C -0.393
3 C -0.214
4 C -0.194
5 C 0.051

=====

[5]
# C19H21NO4

C19H21NO4 as an isolated structure at a distorted geometry (wB97M-V/def2-TZVPD, OMol25).

Values from the calculation:
highest occupied orbital energy: -8.35 eV
charge: 0
E: -1091.59635 Eh
energy relative to the best compared isomer or geometry (same formula, charge and spin): 494.77 kcal/mol
frontier orbital gap: 8.85 eV

Cartesian coordinates (Å):
O  0.53517  1.17422  1.26338
O  -4.31900  -0.19000  -3.37729
O  -3.39492  -2.10573  -3.68788
O  2.00484  1.68225  -1.27850
N  -1.01603  -1.30978  2.14798
C  -1.23953  -2.03072  -0.30791
C  -2.64595  -0.19989  0.55332
C  0.48964  2.13785  -1.47895
C  1.31424  0.37766  0.58209
C  1.96732  1.79566  2.83682
C  0.27979  -1.39134  2.28900
C  2.73608  -0.45216  -0.91170
C  0.06843  1.09490  -2.61482
C  -2.88096  -0.97293  -1.67118
C  -3.48920  -1.04584  -3.08448
C  2.02248  0.41338  -0.39586
C  -2.07776  -2.16687  -1.27286
C  -1.69245  -1.12027  0.75597
C  1.95530  2.45076  4.10976
C  1.01423  2.12467  1.77481
C  -3.25671  -0.06564  -0.79361
C  2.90445  -1.71729  -0.64434
C  1.31529  -1.26433  1.11283
C  2.16010  -2.15590  0.52873
H  -2.74267  0.54263  1.19722
H  2.04141  -3.06711  0.94667
H  0.53481  2.81168  1.97408
H  2.86713  1.12232  2.73748
H  -1.84970  -2.60703  -2.07693
H  0.61895  -1.03014  3.05670
H  3.45269  -0.21018  -1.95090
H  2.80292  2.16858  4.84604
H  1.75056  2.66117  0.94814
H  0.26350  -2.40817  2.42031
H  1.39008  3.11360  4.48925
H  3.54318  -2.27690  -0.88070
H  0.72203  1.23287  -3.60369
H  -3.67533  -2.14860  -4.67464
H  -0.23231  2.05422  -0.66739
H  -0.62474  -2.82692  0.11242
H  0.65463  3.24655  -1.87283
H  -4.01401  0.61709  -0.98336
H  -1.20728  -0.08548  2.68036
H  -0.94060  1.72423  -2.91456
H  -0.11009  0.30294  -2.21899

natural (NBO) population analysis, charges in e, atoms 1 to 5:
1 O -0.475
2 O -0.630
3 O -0.658
4 O -0.576
5 N -0.530